[1]
DFT (ωB97M-V/def2-TZVPD) results for a molecular structure, C4H6O2 at a distorted geometry.

Each line ends with the Löwdin charge.
Cartesian coordinates (Å):
C 0.64552 -0.03315 0.45207  -0.363
C -0.70753 0.06418 0.34273  -0.363
C 1.04925 -0.23741 -0.91365  0.039
C -0.89365 0.16018 -1.08066  0.039
O 1.50588 0.13240 1.50736  0.051
O -1.72190 -0.02515 1.26160  0.051
H 1.08630 0.67932 2.18393  0.107
H -1.41544 -0.51608 2.03487  0.107
H 1.84890 0.37848 -1.32607  0.089
H 0.98240 -1.23089 -1.33604  0.078
H -1.62350 -0.49042 -1.56325  0.089
H -0.75623 1.11855 -1.56288  0.078

The calculation puts the maximum force at 2.03 eV/A. The calculation puts the electronic energy at -8337.2733 eV. The calculation puts the HOMO-LUMO gap at 8.6 eV.

---

[2]
DFT (ωB97M-V/def2-TZVPD) results for C4H6O2 in the gas phase at a distorted geometry.

Each line ends with the Löwdin charge.
Cartesian coordinates (Å):
O 1.98146 0.43728 0.87593  0.070
C 0.81121 0.64865 0.30460  -0.186
C 0.28858 0.02056 -0.94246  -0.156
C -1.17083 -0.12008 -0.57715  -0.124
C -1.29726 -0.56074 0.68449  -0.270
O -0.19004 -0.57481 1.40840  -0.081
H 2.04881 -0.52864 0.93215  0.128
H 0.53174 1.71451 0.38245  0.164
H 0.42393 0.64863 -1.83091  0.125
H 0.79785 -0.94387 -1.11234  0.128
H -1.97344 0.14069 -1.24069  0.083
H -2.25201 -0.88217 1.11553  0.119

The calculation puts the maximum force at 1.93 eV/A. The calculation puts the electronic energy at -8337.7552 eV. The calculation puts the HOMO-LUMO gap at 9.0 eV.

---

[3]
DFT (ωB97M-V/def2-TZVPD) results for C4H6O2 in the gas phase at a distorted geometry.

Each line ends with the Löwdin charge.
Cartesian coordinates (Å):
O -2.51609 -0.11271 0.99903  0.124
C -1.36685 -0.05280 0.66865  -0.485
C -0.75560 -0.29968 -0.72150  -0.066
C 0.77322 0.13468 -0.62047  -0.165
C 0.93631 0.26377 0.83475  -0.218
O -0.32689 0.36965 1.40193  0.026
H -1.34688 0.24135 -1.54699  0.140
H -0.80237 -1.42019 -0.99553  0.139
H 1.15054 0.95374 -1.31784  0.129
H 1.27221 -0.70105 -1.17174  0.112
H 1.59339 1.16020 1.13201  0.156
H 1.38901 -0.53696 1.33771  0.108

The calculation puts the maximum force at 4.20 eV/A. The calculation puts the electronic energy at -8339.5582 eV. The calculation puts the HOMO-LUMO gap at 11.1 eV.

---

Among the records above, which one has the highest electronic energy?
number 1